A cluster of 2 separate species, C18H35BrCl2N2O3PS2 in total in a non-equilibrium geometry, computed with ωB97M-V with the def2-TZVPD basis set.

Summary:
Frontier orbital gap   7.3 eV
HOMO   -0.1895 Eh
Charge   -1
ΔE to the lowest compared entry with this formula, charge and spin   0.000 eV
Calculated total energy   -5674.12839 Ha
Lowest unoccupied orbital energy   2.2 eV

```
64
Properties=species:S:1:pos:R:3:forces:R:3:mulliken_charge:R:1
C 1.5609 3.6286 -0.1203 -0.133 -0.151 -0.184 -1.751
C 1.0768 2.2370 0.2000 -0.473 0.056 0.487 0.100
N 0.7035 1.9171 1.3783 -0.230 -0.080 -0.130 -0.112
C 1.0218 1.2530 -0.9022 0.706 -0.066 -0.425 -0.588
P 1.9792 -0.4002 -0.4398 -1.832 -0.976 1.286 0.505
Br 4.0164 0.7222 -1.3663 0.782 0.459 -0.409 -0.504
C 0.4263 -1.2430 0.3264 0.414 -0.015 0.043 -1.589
C 0.4027 -1.3083 1.8529 -0.240 -0.417 -0.010 -0.785
C -0.9956 -1.6088 2.4364 0.000 0.119 -0.258 -0.978
S -1.4482 -0.7240 3.9579 0.549 -0.230 0.180 -0.250
C -2.0801 0.8946 3.6247 -0.192 -0.340 -0.243 0.240
S -1.5202 2.0888 4.5851 -0.181 0.180 0.339 -0.281
N -3.1571 1.0115 2.7602 0.751 0.904 -0.136 0.203
C -2.8800 0.7748 1.3175 -0.739 -0.791 0.206 0.754
C -3.2878 1.9374 0.4549 0.154 0.268 -0.059 -0.734
O -4.6369 2.3359 0.6303 -0.045 -0.087 -0.317 -0.435
C -5.1001 2.1696 1.9570 -0.023 0.178 -0.073 -0.640
C -3.9745 2.2095 2.9524 -0.270 -0.496 -0.374 -0.833
C 3.1189 -1.8584 0.1278 0.269 0.628 0.810 -1.588
C 3.7771 -1.4595 1.4185 -0.599 0.904 -0.791 0.602
C 5.1218 -0.9343 1.3700 0.347 -0.201 0.631 -0.832
O 4.8547 -2.2614 1.8334 0.203 -0.839 0.405 -0.578
C 1.4654 -1.1963 -2.2035 0.395 0.420 -0.588 -0.473
Cl 1.9653 -2.9103 -2.2658 0.273 -0.180 -0.072 -0.204
C 1.8196 -0.4621 -3.5100 -0.629 -0.953 -0.877 0.217
C 0.8847 0.6884 -3.8701 0.297 0.075 0.201 -1.306
Cl 1.5664 -1.6110 -5.0002 0.101 -0.137 0.274 -0.256
H 1.9198 3.6957 -1.1376 0.258 0.047 -0.173 0.393
H 2.3442 3.9244 0.5653 0.176 0.165 0.162 0.388
H 0.7149 4.3055 -0.0329 -0.075 0.228 0.130 0.354
H 0.8139 2.7030 2.0189 -0.005 0.023 0.063 0.176
H 1.5625 1.6936 -1.7190 0.078 0.059 -0.335 0.202
H 0.0192 1.0726 -1.2727 -0.381 -0.238 0.376 0.283
H 2.3080 0.2555 0.7790 0.221 0.084 -0.098 0.255
H 0.4507 -2.2662 -0.0378 -0.160 -0.211 -0.198 0.750
H -0.5005 -0.8190 -0.0489 -0.106 0.350 -0.163 0.799
H 0.9899 -2.1781 2.1299 0.473 0.047 0.234 0.538
H 0.8469 -0.4364 2.3127 -0.082 0.296 0.033 0.467
H -1.7827 -1.5269 1.7012 -0.174 0.094 -0.208 0.403
H -1.0134 -2.6457 2.7521 -0.170 -0.204 0.236 0.474
H -3.4534 -0.0897 0.9862 -0.084 -0.215 0.006 0.052
H -1.8397 0.5557 1.1521 0.504 0.109 0.005 -0.700
H -3.1678 1.6311 -0.5774 -0.051 -0.044 -0.271 0.375
H -2.6239 2.7834 0.6048 0.194 0.265 0.165 0.327
H -5.7656 2.9988 2.1723 -0.260 0.127 -0.040 0.384
H -5.6604 1.2390 2.0374 -0.106 -0.204 0.079 0.279
H -3.4187 3.1302 2.7957 0.201 0.190 0.304 0.382
H -4.4068 2.1718 3.9437 0.156 0.197 0.338 0.587
H 2.5590 -2.7450 0.4105 -0.130 -0.317 -0.666 0.472
H 3.9673 -2.0459 -0.5169 -0.273 -0.469 -0.549 0.604
H 3.1364 -1.0523 2.1835 -0.138 -0.234 0.480 0.374
H 5.6093 -0.8994 0.4139 0.298 0.313 -0.119 0.290
H 5.4370 -0.3210 2.1993 0.321 0.525 -0.232 0.296
H 0.3853 -1.2740 -2.1886 -0.306 0.141 0.175 0.586
H 2.8607 -0.2286 -3.6378 0.266 0.108 0.306 0.328
H 1.3736 1.6389 -3.7030 -0.030 0.249 0.131 0.173
H -0.0222 0.6197 -3.2883 -0.259 0.143 0.154 0.272
H 0.6004 0.6331 -4.9084 0.056 0.061 -0.264 0.552
C -2.1757 -3.7809 -3.6687 0.232 0.060 -0.028 -0.617
O -1.0277 -3.5060 -2.8865 -0.336 -0.082 -0.045 -0.385
H -3.0435 -3.6954 -3.0175 -0.017 0.001 0.018 0.214
H -2.2822 -3.0658 -4.4911 -0.052 -0.020 -0.008 0.263
H -2.1486 -4.7941 -4.0837 -0.059 0.004 -0.008 0.255
H -0.2473 -3.5722 -3.4470 0.168 0.123 0.092 0.252
```
Forces are in eV/Å.